No. 1
The following is a DFT calculation (ωB97M-V/def2-TZVPD) of C22H18AsN4OPdS6 as an isolated structure.

Values from the calculation:
- E_tot: -160444.9871 eV
- LUMO level (spin up / spin down): 1.6 / -0.2 eV
- E_HOMO (spin up / spin down): -4.61 / -4.58 eV
- Relative energy (zero: lowest compared OMol25 entry of this formula, charge and spin): 6.6 kcal per mole
- F_max: 0.881 eV/A

The geometry in ORCA input format:
```
! wB97M-V def2-TZVPD RIJCOSX def2/J DEFGRID3
* xyz -1 5
Pd 0.446 -0.118 -0.276
C -0.288 -0.547 -3.580
C -0.477 0.727 -2.816
N 0.534 1.188 -2.159
N 0.498 2.552 -1.843
C 0.833 2.909 -0.673
S 1.189 1.924 0.725
S 0.992 4.656 -0.337
C -0.355 5.352 -1.334
C -0.066 5.607 -2.792
C -0.849 5.027 -3.782
C -0.603 5.297 -5.123
C 0.429 6.150 -5.488
C 1.217 6.734 -4.501
C 0.966 6.463 -3.165
C -1.795 1.351 -2.746
C -2.602 1.536 -3.870
C -3.861 2.096 -3.777
C -4.334 2.438 -2.499
C -3.589 2.200 -1.365
C -2.287 1.613 -1.423
O -1.636 1.324 -0.359
H 0.689 -0.980 -3.377
H -0.354 -0.314 -4.649
H -1.075 -1.267 -3.359
H -0.548 6.302 -0.831
H -1.231 4.717 -1.208
H -1.645 4.347 -3.503
H -1.220 4.826 -5.880
H 0.625 6.357 -6.534
H 2.029 7.398 -4.775
H 1.595 6.901 -2.397
H -2.202 1.276 -4.846
H -4.464 2.269 -4.659
H -5.316 2.892 -2.401
H -3.973 2.447 -0.382
S 2.592 -4.895 -0.717
As 1.595 -3.155 -0.134
S -1.579 -1.758 -0.493
S 2.410 -1.349 -1.002
S -0.590 -3.360 -1.059
N 0.953 0.664 7.147
C 0.887 0.324 6.052
C 0.807 -0.120 4.669
C 1.944 -0.151 3.877
C 1.816 -0.586 2.569
N 0.653 -0.972 2.046
C -0.432 -0.939 2.816
C -0.407 -0.525 4.137
H 2.901 0.175 4.259
H 2.667 -0.622 1.901
H -1.357 -1.247 2.346
H -1.310 -0.510 4.730
*
```

=====

No. 2
The following is a DFT calculation (ωB97M-V/def2-TZVPD) of C22H18BF2N4O4RuS as an isolated structure.

Values from the calculation:
- E_tot: -56784.2694 eV
- LUMO level (spin up / spin down): -0.5 / -0.5 eV
- E_HOMO (spin up / spin down): -5.29 / -7.88 eV
- Relative energy (zero: lowest compared OMol25 entry of this formula, charge and spin): 46.0 kcal per mole
- F_max: 0.445 eV/A

The geometry in ORCA input format:
```
! wB97M-V def2-TZVPD RIJCOSX def2/J DEFGRID3
* xyz 0 2
Ru -1.915 -0.259 -1.361
O -3.826 -0.781 -1.737
N -4.012 -2.032 -1.876
N -2.961 -2.727 -1.828
O -1.746 -2.165 -1.627
C -3.002 -4.149 -1.984
C -1.907 -4.888 -1.570
C -1.942 -6.266 -1.716
C -3.055 -6.888 -2.262
C -4.142 -6.126 -2.672
C -4.123 -4.749 -2.541
H -1.050 -4.388 -1.146
H -1.093 -6.854 -1.395
H -3.076 -7.964 -2.372
H -5.010 -6.606 -3.104
H -4.959 -4.145 -2.861
C 5.398 4.178 -2.190
C 4.078 3.532 -1.875
C 3.070 4.242 -1.227
C 1.859 3.644 -0.925
C 1.663 2.318 -1.282
C 2.646 1.584 -1.933
C 3.849 2.202 -2.224
S 0.126 1.586 -0.912
O -0.962 2.217 -1.639
O 0.239 0.144 -1.206
N -0.140 1.834 0.641
C 0.676 1.251 1.664
C 2.008 0.872 1.673
C 2.527 0.379 2.874
C 1.763 0.275 4.022
C 0.407 0.654 4.025
C -0.505 0.625 5.120
C -1.821 1.073 4.916
C -2.260 1.513 3.697
N -1.401 1.529 2.621
C -0.096 1.121 2.806
H 5.392 5.236 -1.934
H 5.633 4.083 -3.250
H 6.203 3.698 -1.631
H 3.237 5.275 -0.950
H 1.078 4.189 -0.410
H 2.464 0.551 -2.193
H 4.626 1.641 -2.729
H 2.635 0.947 0.797
H 3.565 0.071 2.901
H 2.208 -0.103 4.934
H -0.180 0.279 6.091
H -2.522 1.077 5.740
H -3.267 1.858 3.515
F -2.396 2.927 0.869
B -1.636 1.838 1.157
F -2.346 0.649 0.499
*
```

=====

No. 3
The following is a DFT calculation (ωB97M-V/def2-TZVPD) of C22H18ClN4O4RuS as an isolated structure.

Values from the calculation:
- E_tot: -63194.8610 eV
- LUMO level (spin up / spin down): -0.5 / -2.5 eV
- E_HOMO (spin up / spin down): -7.70 / -7.66 eV
- Relative energy (zero: lowest compared OMol25 entry of this formula, charge and spin): 68.6 kcal per mole
- F_max: 3.345 eV/A

The geometry in ORCA input format:
```
! wB97M-V def2-TZVPD RIJCOSX def2/J DEFGRID3
* xyz 0 2
Ru -0.087 -0.678 -0.137
O -0.218 -0.909 2.038
C -1.394 -0.921 2.528
C -1.806 -1.991 3.374
C -3.042 -2.008 3.954
C -3.935 -0.941 3.770
C -3.589 0.105 2.960
C -2.355 0.140 2.282
C -2.152 1.150 1.317
N -1.208 1.154 0.407
N -1.151 2.148 -0.462
C -0.515 1.898 -1.594
O -0.212 0.728 -1.971
C -0.202 3.039 -2.480
C -1.147 4.011 -2.788
C -0.825 5.020 -3.677
C 0.439 5.074 -4.241
C 1.388 4.118 -3.920
C 1.065 3.087 -3.057
H -1.106 -2.806 3.506
H -3.340 -2.853 4.557
H -4.904 -0.964 4.241
H -4.283 0.916 2.796
H -2.900 1.942 1.267
H -2.124 3.962 -2.334
H -1.565 5.754 -3.959
H 0.689 5.871 -4.924
H 2.368 4.164 -4.372
H 1.781 2.322 -2.793
Cl 6.819 -3.478 0.433
C 5.392 -2.536 0.170
C 5.477 -1.141 0.244
C 4.358 -0.381 0.059
C 3.084 -0.954 -0.228
O 2.083 -0.192 -0.371
C 3.033 -2.395 -0.329
C 1.805 -3.064 -0.599
O 0.751 -2.551 -1.026
C 4.195 -3.149 -0.111
H 6.429 -0.675 0.447
H 4.398 0.695 0.114
H 1.787 -4.149 -0.400
H 4.152 -4.223 -0.202
N -1.307 -1.771 -2.919
C -2.178 -1.250 -2.046
N -2.993 -0.262 -2.448
S -2.420 -1.965 -0.528
H -0.991 -1.206 -3.694
H -0.628 -2.422 -2.534
H -2.749 0.304 -3.246
H -3.618 0.132 -1.763
*
```

=====

No. 4
The following is a DFT calculation (ωB97M-V/def2-TZVPD) of one molecule with the formula C22H18F2N4O3S.

Values from the calculation:
- E_tot: -51475.8149 eV
- LUMO level: -0.9 eV
- E_HOMO: -8.69 eV
- F_max: 6.367 eV/A

The geometry in ORCA input format:
```
! wB97M-V def2-TZVPD RIJCOSX def2/J DEFGRID3
* xyz 0 1
O -2.220 -2.231 3.540
C -1.234 -2.935 3.391
N -0.997 -3.836 2.345
C 0.285 -4.055 2.207
C 1.002 -5.091 1.402
C 2.399 -5.154 1.532
C 3.204 -4.043 2.267
S 3.949 -2.978 1.051
C 2.670 -1.756 0.321
C 2.758 -0.593 1.268
N 1.628 0.275 0.932
C 0.565 0.489 1.769
O 0.882 0.485 2.933
C -0.811 0.394 1.339
C -1.809 0.382 2.340
C -3.155 0.295 2.008
C -3.493 0.203 0.719
N -2.637 0.176 -0.338
C -3.115 0.550 -1.733
C -3.195 2.028 -2.026
C -2.001 2.617 -2.616
C -2.017 3.981 -3.040
C -3.199 4.746 -2.848
F -3.367 6.020 -3.236
C -4.344 4.201 -2.175
F -5.413 4.873 -2.355
C -4.298 2.857 -1.760
C -1.256 0.337 -0.037
O -0.418 0.493 -0.858
C 2.371 -3.223 3.234
C 0.971 -3.250 3.260
N -0.106 -2.529 3.957
H 0.518 -5.829 0.846
H 2.976 -5.931 1.073
H 3.995 -4.515 2.875
H 2.801 -1.346 -0.684
H 1.653 -2.248 0.324
H 3.630 0.019 1.142
H 2.758 -0.986 2.272
H 1.225 0.075 0.051
H -1.515 0.440 3.448
H -3.984 0.287 2.749
H -4.540 0.341 0.423
H -2.486 -0.079 -2.328
H -4.094 0.254 -1.926
H -1.167 2.008 -2.730
H -1.219 4.417 -3.488
H -5.179 2.416 -1.191
H 2.862 -2.362 3.709
H 0.095 -1.579 4.238
*
```

=====

No. 5
The following is a DFT calculation (ωB97M-V/def2-TZVPD) of a 3-piece molecular cluster, C22H18F2O5P2 overall.

Values from the calculation:
- E_tot: -57357.6920 eV
- LUMO level: -1.2 eV
- E_HOMO: -9.03 eV
- F_max: 0.759 eV/A

The geometry in ORCA input format:
```
! wB97M-V def2-TZVPD RIJCOSX def2/J DEFGRID3
* xyz 0 1
O 0.973 -0.200 4.538
C 0.603 -0.257 3.385
C -0.698 -0.880 2.996
C -0.800 -1.470 1.800
P -2.347 -2.247 1.265
P -3.316 -0.350 0.796
O -2.552 0.529 -0.092
O -4.770 -0.728 0.240
O -3.589 0.288 2.243
C 0.407 -1.514 0.906
O 0.625 -2.490 0.219
C 1.291 -0.331 0.993
C 1.970 0.176 -0.102
C 2.755 1.304 0.066
C 2.879 1.910 1.304
C 2.201 1.391 2.410
C 1.398 0.282 2.244
H -1.514 -0.829 3.705
H -2.066 -2.545 -0.077
H -5.275 -1.298 0.832
H -4.516 0.313 2.503
H 1.877 -0.285 -1.077
H 3.269 1.719 -0.790
H 3.490 2.794 1.419
H 2.280 1.838 3.391
F 5.598 -1.624 1.480
C 5.302 -2.621 0.618
C 6.309 -3.482 0.232
C 6.002 -4.504 -0.655
C 4.707 -4.646 -1.137
C 3.716 -3.765 -0.728
C 4.007 -2.737 0.157
H 7.309 -3.346 0.621
H 6.777 -5.190 -0.967
H 4.471 -5.445 -1.827
H 2.703 -3.873 -1.092
H 3.235 -2.058 0.484
F -3.780 3.841 -5.263
C -4.172 3.844 -3.970
C -3.623 2.920 -3.105
C -4.026 2.927 -1.777
C -4.969 3.852 -1.345
C -5.507 4.770 -2.236
C -5.108 4.774 -3.565
H -2.893 2.209 -3.469
H -3.598 2.206 -1.091
H -5.282 3.857 -0.309
H -6.243 5.489 -1.899
H -5.509 5.481 -4.278
*
```

=====

No. 6
The following is a DFT calculation (ωB97M-V/def2-TZVPD) of C22H18F9O2Ru as an isolated structure.

Values from the calculation:
- E_tot: -54231.8531 eV
- LUMO level (spin up / spin down): -0.3 / -1.1 eV
- E_HOMO (spin up / spin down): -6.01 / -8.69 eV
- F_max: 2.517 eV/A

The geometry in ORCA input format:
```
! wB97M-V def2-TZVPD RIJCOSX def2/J DEFGRID3
* xyz 0 6
C 0.727 -1.881 1.830
C -0.684 -1.906 1.762
C -1.070 -2.150 0.406
H -1.429 -1.801 2.562
C 0.157 -2.317 -0.361
C 1.266 -2.056 0.522
H 2.341 -2.044 0.292
H 1.396 -1.816 2.694
H -2.121 -2.276 0.115
H 0.223 -2.706 -1.374
C -1.163 2.207 0.305
C -1.151 1.912 1.667
C 0.217 1.790 2.138
H -2.004 1.632 2.250
C 1.051 1.797 0.862
C 0.192 2.293 -0.163
H 0.486 2.738 -1.106
H -2.076 2.355 -0.260
H 0.720 2.408 2.892
H 2.125 1.999 0.916
Ru -0.039 -0.110 0.194
O -0.767 0.187 -1.547
C -1.123 -0.729 -2.575
C 0.003 -0.961 -3.488
H -1.463 -1.690 -2.154
H -1.948 -0.227 -3.097
H 0.733 -1.705 -3.177
H 0.978 -2.008 -5.688
C 0.757 -0.944 -5.801
C 0.213 -0.262 -4.668
C -0.093 1.135 -4.818
H -0.469 1.666 -3.938
C 0.120 1.775 -6.030
H -0.101 2.840 -6.131
C 0.617 1.066 -7.136
H 0.763 1.573 -8.091
C 0.926 -0.298 -7.014
H 1.296 -0.855 -7.877
F 2.132 -1.065 4.636
C 1.534 0.161 4.642
F 1.637 0.653 5.881
F 2.314 0.953 3.846
C 0.058 0.056 4.191
O 0.177 0.306 2.836
C -0.464 -1.401 4.766
F -0.229 -1.397 6.103
F -1.805 -1.578 4.599
F 0.136 -2.524 4.279
C -1.002 1.063 4.717
F -1.143 1.024 6.044
F -0.746 2.369 4.402
F -2.203 0.750 4.148
*
```

=====

No. 7
The following is a DFT calculation (ωB97M-V/def2-TZVPD) of C22H18F9O2Sm as an isolated structure.

Values from the calculation:
- E_tot: -69558.3221 eV
- LUMO level (spin up / spin down): -1.6 / -0.9 eV
- E_HOMO (spin up / spin down): -5.93 / -5.97 eV
- F_max: 9.471 eV/A

The geometry in ORCA input format:
```
! wB97M-V def2-TZVPD RIJCOSX def2/J DEFGRID3
* xyz 0 6
C 0.891 -2.785 1.543
C -0.520 -2.926 1.513
C -0.911 -3.199 0.174
H -1.188 -2.876 2.371
C 0.265 -3.226 -0.619
C 1.381 -2.971 0.221
H 2.431 -2.943 -0.081
H 1.496 -2.615 2.429
H -1.934 -3.375 -0.168
H 0.306 -3.449 -1.688
C -1.074 2.583 -0.021
C -1.038 2.795 1.397
C 0.345 2.992 1.776
H -1.892 2.899 2.065
C 1.149 2.906 0.585
C 0.267 2.649 -0.517
H 0.567 2.606 -1.565
H -1.982 2.487 -0.612
H 0.690 3.306 2.759
H 2.229 3.073 0.546
Sm 0.196 0.812 1.214
O 0.030 -0.298 -1.815
C -1.365 -0.481 -2.302
C -0.106 -0.844 -3.112
H -1.932 -1.360 -1.811
H -1.801 0.549 -2.528
H 0.347 -1.844 -3.050
H 1.099 -1.863 -5.293
C 0.752 -0.844 -5.425
C 0.187 -0.108 -4.360
C -0.284 1.174 -4.622
H -0.756 1.741 -3.828
C -0.026 1.778 -5.836
H -0.315 2.816 -6.010
C 0.618 1.087 -6.885
H 0.791 1.580 -7.860
C 1.001 -0.251 -6.645
H 1.499 -0.778 -7.469
F 2.105 -0.932 4.347
C 1.354 0.174 4.582
F 1.529 0.582 5.844
F 1.866 1.147 3.732
C -0.138 -0.091 4.302
O -0.282 -0.253 2.949
C -0.607 -1.403 4.935
F -0.354 -1.373 6.257
F -1.936 -1.577 4.722
F 0.021 -2.481 4.400
C -1.035 1.071 4.767
F -1.299 0.967 6.078
F -0.432 2.286 4.548
F -2.206 1.086 4.069
*
```

=====

No. 8
The following is a DFT calculation (ωB97M-V/def2-TZVPD) of C22H18N6OPt as an isolated structure.

Values from the calculation:
- E_tot: -37340.1939 eV
- LUMO level: -0.1 eV
- E_HOMO: -5.74 eV
- Relative energy (zero: lowest compared OMol25 entry of this formula, charge and spin): 0.0 kcal per mole
- F_max: 0.479 eV/A

The geometry in ORCA input format:
```
! wB97M-V def2-TZVPD RIJCOSX def2/J DEFGRID3
* xyz 0 1
Pt -0.169 -0.386 0.319
N -3.054 -0.485 -1.311
C -1.954 -0.193 -2.119
C -2.231 0.000 -3.476
C -1.200 0.305 -4.334
C 0.089 0.391 -3.827
C 0.297 0.167 -2.485
N -0.718 -0.118 -1.638
C -3.212 -0.803 0.030
C -4.517 -1.141 0.426
C -4.767 -1.486 1.728
C -3.699 -1.516 2.622
C -2.454 -1.185 2.155
N -2.190 -0.809 0.884
H -3.918 -0.200 -1.738
H -3.248 -0.105 -3.829
H -1.401 0.461 -5.386
H 0.932 0.626 -4.461
H 1.252 0.167 -1.917
H -5.307 -1.141 -0.314
H -5.768 -1.748 2.043
H -3.828 -1.801 3.656
H -1.597 -1.215 2.809
N 2.666 0.438 6.811
C 3.615 0.173 7.775
C 3.831 0.685 9.051
C 4.906 0.171 9.748
C 5.738 -0.817 9.194
C 5.517 -1.318 7.928
C 4.435 -0.811 7.208
N 3.992 -1.128 5.937
C 2.949 -0.371 5.739
C 2.152 -0.374 4.506
C 2.539 -1.183 3.446
C 1.795 -1.183 2.282
N 0.674 -0.458 2.157
C 0.314 0.350 3.160
C 1.018 0.418 4.344
H 1.920 1.105 6.877
H 3.193 1.447 9.479
H 5.115 0.538 10.744
H 6.570 -1.188 9.778
H 6.155 -2.077 7.495
H 3.429 -1.789 3.531
H 2.086 -1.732 1.399
H -0.561 0.960 2.985
H 0.669 1.096 5.110
O 1.624 -0.147 -0.215
*
```

=====

No. 9
The following is a DFT calculation (ωB97M-V/def2-TZVPD) of C22H19AsClN4O6S4SeV as an isolated structure.

Values from the calculation:
- E_tot: -249106.3889 eV
- LUMO level (spin up / spin down): 3.6 / 3.6 eV
- E_HOMO (spin up / spin down): -0.96 / -0.96 eV
- Relative energy (zero: lowest compared OMol25 entry of this formula, charge and spin): 16.6 kcal per mole
- F_max: 3.569 eV/A

The geometry in ORCA input format:
```
! wB97M-V def2-TZVPD RIJCOSX def2/J DEFGRID3
* xyz -2 3
V -0.294 0.029 0.219
S -1.868 2.715 3.413
C -1.150 1.708 2.291
S 0.451 1.810 1.614
S -1.995 0.238 1.730
O 3.192 -0.970 -2.201
As 2.988 -0.081 -0.742
O 3.956 1.201 -0.693
O 1.268 0.301 -0.801
C 3.526 -1.046 0.964
C 4.764 -0.587 1.498
C 5.257 -1.276 2.564
C 4.595 -2.331 3.171
C 3.415 -2.761 2.667
C 2.854 -2.091 1.523
S 1.500 -2.887 0.525
O 2.073 -2.996 -0.819
O 1.179 -4.131 1.174
O 0.266 -1.992 0.466
H 3.017 -1.934 -2.085
H 5.315 0.123 0.961
H 6.243 -0.999 2.970
H 4.986 -2.781 4.055
H 2.877 -3.601 3.051
Cl 0.375 -2.794 -4.329
C -0.329 -1.407 -3.549
C -0.509 -0.168 -4.203
C -1.156 0.889 -3.560
C -1.350 0.833 -2.223
N -1.144 -0.338 -1.538
C -0.804 -1.494 -2.249
H -0.169 -0.111 -5.261
H -1.531 1.772 -4.112
H -1.912 1.605 -1.702
H -0.772 -2.461 -1.673
N -5.037 -2.635 -1.762
C -4.868 -3.058 -0.487
C -5.715 -2.586 0.585
C -5.566 -3.174 1.835
C -4.709 -4.258 1.981
C -3.908 -4.619 0.930
N -3.923 -3.961 -0.219
H -5.843 -2.128 -2.038
H -4.541 -3.125 -2.480
H -6.489 -1.870 0.418
H -6.156 -2.901 2.679
H -4.733 -4.770 2.950
H -3.195 -5.445 0.961
Se 0.704 4.656 -2.037
C 1.106 5.995 -0.778
C 2.436 6.470 -0.614
C 2.729 7.201 0.532
N 1.840 7.513 1.452
C 0.576 7.152 1.262
C 0.124 6.398 0.203
H 3.225 6.249 -1.364
H 3.780 7.528 0.667
H -0.045 7.379 2.093
H -0.905 6.002 0.114
*
```